# 1
{
  "formula": "C22H23FMoO5Si2",
  "method": "the ωB97M-V functional and the def2-TZVPD basis",
  "symbols": ["Mo", "C", "Si", "C", "C", "C", "C", "C", "C", "C", "Si", "C", "C", "H", "H", "H", "H", "H", "H", "H", "H", "H", "H", "H", "H", "H", "H", "H", "H", "O", "C", "C", "O", "C", "C", "O", "C", "O", "O", "C", "C", "C", "C", "C", "C", "C", "H", "H", "H", "H", "H", "H", "H", "F"],
  "positions_angstrom": [[1.3932, -0.0481, -1.0734], [2.8146, 2.4652, -0.4321], [1.1306, 2.0126, 0.3792], [1.2970, 1.6889, 2.2154], [-0.2077, 3.2888, -0.0156], [-0.1992, 4.6576, 0.2731], [-1.3201, 5.3941, -0.0031], [-2.4661, 4.7434, -0.5228], [-2.4522, 3.3737, -0.8694], [-1.2979, 2.6050, -0.6180], [-1.0600, 0.7009, -0.8705], [-1.7368, 0.5780, -2.6729], [-2.0899, -0.1913, 0.4136], [2.7998, 3.5353, -0.7156], [3.0923, 2.0047, -1.3160], [3.5282, 2.1960, 0.3163], [1.5694, 2.6285, 2.6934], [1.9939, 0.9177, 2.5909], [0.3565, 1.3901, 2.6060], [0.5811, 5.1486, 0.8142], [-1.4164, 6.4618, 0.1931], [-3.3308, 5.3029, -0.6853], [-3.2795, 2.9675, -1.3717], [-2.6778, 1.1916, -2.7178], [-1.9891, -0.4326, -2.9809], [-0.8831, 0.9903, -3.2427], [-1.7895, 0.0680, 1.4080], [-1.9707, -1.2656, 0.3266], [-3.0947, 0.1515, 0.1235], [3.8145, -2.8877, 3.9854], [3.2921, -2.4938, 2.9911], [4.0207, -1.9399, 1.6841], [5.1752, -1.8473, 1.4225], [2.8774, -1.3346, 1.0043], [1.6333, -1.3686, 1.5443], [0.6672, -0.7833, 0.8756], [1.7683, -2.1335, 2.8520], [0.9309, -2.4791, 3.6317], [2.9029, -0.8110, -0.2158], [0.4085, -1.7810, -1.8538], [-0.5167, -2.6922, -1.1013], [-1.7385, -3.0341, -1.6543], [-2.6840, -3.8968, -1.1198], [-2.3533, -4.6062, 0.0428], [-1.0728, -4.2883, 0.6314], [-0.1724, -3.3424, 0.0485], [0.0050, -1.5079, -2.8440], [1.3114, -2.3793, -2.1758], [-2.0600, -2.4971, -2.5324], [-3.6067, -4.0351, -1.6335], [-2.9561, -5.3303, 0.5101], [-0.8225, -4.8607, 1.5655], [0.6924, -3.1752, 0.6862], [1.1879, 0.9803, -2.5906]],
  "atomic_forces_ev_per_a": [[-0.658, -0.015, 0.310], [-1.493, 1.038, 1.430], [0.194, 0.801, -0.158], [0.979, -0.035, -0.089], [0.364, -1.402, 0.054], [-0.429, -0.499, 0.118], [-1.882, -0.226, -0.464], [1.954, -1.398, -0.081], [1.598, 1.331, 0.767], [0.423, 0.734, 0.629], [-1.154, 0.498, -0.468], [-0.066, 0.291, 0.942], [0.191, 0.210, -1.151], [0.042, -0.380, 0.547], [0.554, -1.276, -1.913], [0.843, 0.237, 0.415], [0.030, 0.194, 0.085], [-0.020, 0.437, -0.591], [-1.127, -0.136, 0.302], [0.769, 0.012, 0.007], [0.307, -0.255, 0.101], [-1.306, 0.833, -0.325], [-1.158, -0.570, -0.385], [1.051, -0.362, -0.169], [0.129, 0.002, -0.148], [-0.961, -0.091, -0.207], [-0.148, 0.416, 0.596], [-0.291, -0.084, -0.096], [-0.014, -0.309, 0.580], [-0.219, -0.271, -0.161], [0.625, 0.904, -0.422], [-1.972, 0.347, 1.177], [0.940, -0.399, -0.141], [0.332, -0.501, -1.054], [0.224, 0.189, 0.823], [1.243, -0.592, 0.115], [-0.475, 0.004, -0.473], [-0.132, 0.101, 0.081], [0.248, 0.605, -0.437], [0.527, -0.452, -0.404], [0.246, 0.000, -1.078], [-1.137, 0.651, -0.589], [1.156, -0.589, 1.007], [2.832, 2.006, -0.212], [-1.036, -0.583, -0.449], [-1.043, -2.145, 2.689], [-0.208, 0.185, 0.465], [-0.319, 0.469, 0.617], [0.133, 0.021, -0.357], [-0.561, -0.124, -0.228], [-0.820, -0.679, 0.364], [0.036, 0.908, -1.015], [0.081, -0.008, -0.873], [0.578, -0.043, -0.083]]
}

---

# 2
{
  "formula": "C22H23N2OPPdS",
  "method": "the ωB97M-V functional and the def2-TZVPD basis",
  "symbols": ["Pd", "N", "C", "C", "C", "C", "C", "C", "P", "C", "C", "C", "C", "C", "C", "C", "C", "C", "C", "C", "C", "H", "H", "H", "H", "H", "H", "H", "H", "H", "H", "H", "H", "H", "H", "H", "H", "S", "C", "N", "C", "C", "C", "O", "H", "H", "H", "H", "H", "H", "H"],
  "positions_angstrom": [[0.1970, 1.6867, -0.6648], [-0.2445, 1.3347, 2.0502], [-0.9288, 0.1401, 2.3981], [-1.1022, -0.2207, 3.7302], [-1.7844, -1.3790, 4.0707], [-2.3172, -2.1899, 3.0778], [-2.1356, -1.8442, 1.7467], [-1.4186, -0.7022, 1.3904], [-1.1470, -0.2571, -0.3513], [0.5581, -0.7886, -0.7259], [1.4138, -1.4208, 0.1828], [2.6902, -1.7647, -0.2065], [3.1291, -1.4822, -1.5033], [2.2924, -0.8555, -2.4073], [1.0039, -0.5079, -2.0232], [-2.1553, -1.4367, -1.2856], [-3.4274, -1.0377, -1.6944], [-4.2530, -1.9243, -2.3736], [-3.8064, -3.2096, -2.6521], [-2.5304, -3.6053, -2.2641], [-1.7028, -2.7227, -1.5833], [0.2988, 1.7003, 2.8187], [-0.8634, 2.0595, 1.7191], [-0.7174, 0.4319, 4.5082], [-1.9214, -1.6344, 5.1167], [-2.8671, -3.0871, 3.3343], [-2.5385, -2.4850, 0.9744], [1.0740, -1.6274, 1.1912], [3.3563, -2.2463, 0.4998], [4.1331, -1.7600, -1.8035], [2.6410, -0.6221, -3.4060], [0.3413, -0.0400, -2.7332], [-3.7700, -0.0296, -1.4830], [-5.2400, -1.6092, -2.6905], [-4.4501, -3.9033, -3.1807], [-2.1776, -4.6043, -2.4945], [-0.7094, -3.0348, -1.2822], [-1.9327, 5.6581, -1.8957], [-1.4008, 4.2765, -1.2432], [-1.0314, 3.2802, -0.7408], [3.6467, 2.0197, 1.0015], [2.6351, 2.9180, 0.3055], [3.2661, 4.2045, -0.1972], [2.0519, 2.1947, -0.7711], [4.1319, 2.5441, 1.8303], [4.4121, 1.7092, 0.2809], [3.1547, 1.1192, 1.3836], [1.8750, 3.1905, 1.0412], [4.0708, 3.9662, -0.9028], [3.6817, 4.7932, 0.6274], [2.5184, 4.8052, -0.7201]],
  "atomic_forces_ev_per_a": [[-0.189, -1.372, -0.321], [0.088, -0.366, 0.261], [0.066, 0.247, 0.007], [0.029, -0.092, 0.139], [0.015, 0.005, 0.015], [0.027, 0.016, -0.038], [0.066, -0.068, 0.101], [-0.271, 0.045, -0.048], [0.466, 0.148, 0.142], [-0.216, -0.031, 0.036], [0.022, 0.122, 0.101], [0.114, 0.027, -0.063], [0.036, -0.016, 0.064], [0.111, 0.036, -0.007], [0.130, -0.095, 0.113], [-0.236, 0.207, -0.155], [-0.028, -0.027, -0.002], [0.034, -0.016, 0.023], [0.044, 0.020, 0.003], [-0.015, 0.029, 0.007], [-0.076, -0.011, -0.029], [-0.001, 0.025, 0.083], [-0.158, 0.176, -0.220], [-0.031, -0.043, -0.071], [0.028, 0.025, -0.107], [0.027, 0.053, -0.012], [-0.030, 0.009, -0.015], [-0.017, -0.007, -0.035], [-0.025, 0.006, -0.062], [-0.049, 0.036, 0.041], [-0.037, -0.025, 0.058], [-0.163, 0.035, -0.191], [0.018, -0.056, -0.019], [0.052, -0.015, 0.024], [0.046, 0.043, 0.022], [-0.026, 0.067, 0.023], [-0.035, 0.019, -0.010], [0.035, -0.290, 0.139], [0.028, 0.349, -0.159], [0.353, 0.079, 0.170], [0.075, -0.167, -0.075], [-0.025, -0.053, -0.291], [0.083, 0.027, -0.212], [0.001, 0.860, 0.400], [-0.018, -0.054, -0.058], [-0.060, 0.037, 0.118], [0.048, 0.085, -0.020], [-0.280, -0.018, 0.076], [-0.089, 0.071, 0.087], [-0.034, -0.060, -0.082], [0.064, -0.019, 0.050]],
  "relative_energy_kcal_mol": 35.4
}

---

no.,F_max (eV/Å),gap between HOMO and LUMO (eV)
1,3.594,7.4
2,1.421,6.4